1.
# C20H47GeIrN6O3

C20H47GeIrN6O3 as an isolated structure (ωB97M-V/def2-TZVPD, the Open Molecules 2025 dataset).

Geometry (Å):
1 Ir -0.5778 0.4181 0.1022
2 C 2.8166 2.3239 -1.9529
3 C 1.3865 1.8215 -2.0896
4 C 1.2448 0.9417 -3.3231
5 C 0.4179 2.9901 -2.1034
6 O 1.1148 1.0234 -0.9008
7 Ge 2.1492 -0.4366 -0.1283
8 O 1.0197 0.1238 1.3750
9 C 1.3723 0.5126 2.7367
10 C 2.6127 -0.2880 3.1091
11 C 1.6606 2.0031 2.7748
12 C 0.2109 0.1333 3.6386
13 O 0.4787 -1.3291 -0.5670
14 C 0.3162 -2.7729 -0.5931
15 C -1.0268 -3.0808 -1.2338
16 C 1.4400 -3.3485 -1.4435
17 C 0.3812 -3.3078 0.8303
18 H 3.0754 2.9543 -2.8033
19 H 2.9285 2.9108 -1.0410
20 H 3.5265 1.4945 -1.9307
21 H 1.4702 1.5134 -4.2233
22 H 1.9348 0.0969 -3.2785
23 H 0.2349 0.5378 -3.4280
24 H 0.6197 3.6262 -2.9652
25 H -0.6226 2.6592 -2.1726
26 H 0.5313 3.5850 -1.1975
27 H 3.4559 -0.0339 2.4644
28 H 2.9062 -0.0599 4.1335
29 H 2.4224 -1.3609 3.0405
30 H 2.5071 2.2428 2.1293
31 H 0.8022 2.5805 2.4351
32 H 1.9131 2.3071 3.7913
33 H 0.0037 -0.9378 3.5542
34 H 0.4547 0.3439 4.6794
35 H -0.6792 0.7136 3.3868
36 H -1.0868 -2.6267 -2.2247
37 H -1.1515 -4.1578 -1.3451
38 H -1.8447 -2.7132 -0.6139
39 H 1.4274 -2.9106 -2.4427
40 H 2.4180 -3.1675 -0.9931
41 H 1.3220 -4.4277 -1.5395
42 H -0.4184 -2.8818 1.4405
43 H 0.2803 -4.3934 0.8373
44 H 1.3376 -3.0599 1.2958
45 C -5.2443 -2.2071 1.2979
46 N -3.9908 -1.5816 1.7317
47 C -3.5355 -1.7851 3.1080
48 C -3.1646 -0.9827 0.8664
49 N -1.9797 -0.5518 1.1953
50 N -3.6407 -0.8421 -0.4243
51 C -3.0211 -0.2833 -1.5180
52 N -3.7360 -0.3479 -2.6531
53 N -1.8630 0.2905 -1.4542
54 H -5.7224 -2.6525 2.1630
55 H -5.0660 -3.0031 0.5723
56 H -5.9406 -1.4655 0.8995
57 H -4.3668 -2.1543 3.6984
58 H -3.2145 -0.8412 3.5522
59 H -2.7221 -2.5131 3.1551
60 H -1.7089 -0.7566 2.1466
61 H -4.5949 -1.1283 -0.5701
62 H -4.5358 -0.9511 -2.7453
63 H -3.3753 0.0512 -3.5037
64 H -1.5099 0.6039 -2.3490
65 C -1.8098 4.3272 0.5584
66 C -2.1520 2.8632 0.8838
67 C -2.3435 2.7344 2.4156
68 C -3.4299 2.4519 0.1594
69 N -0.9533 2.1078 0.6507
70 H -2.6299 4.9739 0.8700
71 H -1.6620 4.4604 -0.5134
72 H -0.9021 4.6325 1.0765
73 H -3.1698 3.3921 2.6860
74 H -1.4571 3.0533 2.9601
75 H -2.6026 1.7133 2.6961
76 H -4.2074 3.1835 0.3780
77 H -3.7950 1.4805 0.4910
78 H -3.2826 2.4431 -0.9204

Force components x, y, z for each atom (eV/Å):
0.258 -0.102 -0.156
-0.002 -0.008 0.027
-0.009 -0.047 -0.058
-0.002 -0.012 -0.007
0.005 0.002 0.008
-0.018 0.078 0.132
-0.034 0.036 0.015
-0.147 -0.136 0.036
0.116 0.045 -0.030
-0.029 -0.013 -0.021
0.007 0.023 0.005
-0.038 -0.011 -0.027
0.003 -0.033 -0.109
-0.014 0.016 0.041
0.017 0.018 -0.023
0.012 0.006 0.000
0.007 0.001 0.022
-0.001 0.001 -0.003
0.001 0.002 -0.003
0.000 0.001 -0.004
0.000 -0.003 -0.003
0.004 0.005 -0.004
-0.008 0.003 0.008
-0.002 0.002 0.002
0.004 -0.007 -0.007
0.002 0.000 -0.003
0.003 0.004 0.006
-0.003 0.001 0.002
0.000 0.001 0.002
0.004 -0.003 0.003
-0.008 -0.013 0.002
0.005 0.015 -0.005
0.004 0.002 0.017
0.003 0.008 0.003
-0.007 0.007 0.002
-0.010 -0.004 0.003
0.006 -0.002 0.004
-0.012 -0.004 0.011
-0.003 -0.006 -0.002
-0.003 -0.002 0.004
0.005 -0.001 -0.006
0.000 0.000 -0.002
-0.010 0.001 0.000
0.003 -0.006 -0.005
0.015 0.033 0.023
0.033 -0.044 -0.018
-0.024 0.040 0.007
0.042 -0.069 0.037
0.026 0.057 0.075
-0.053 -0.031 -0.042
0.039 0.014 -0.064
0.011 -0.003 0.014
-0.091 -0.003 -0.019
0.004 0.002 0.007
-0.010 0.016 -0.020
-0.015 -0.022 -0.004
0.005 -0.020 -0.004
0.001 0.002 -0.007
0.002 0.001 0.007
-0.013 0.010 0.010
0.004 0.001 0.009
-0.006 0.006 -0.001
0.006 -0.003 0.001
-0.007 0.020 -0.003
0.027 0.012 -0.014
0.084 -0.041 -0.228
0.019 0.006 0.054
-0.048 -0.015 0.023
-0.124 0.114 0.246
-0.008 -0.016 0.011
-0.011 -0.001 0.004
-0.003 0.000 0.001
-0.004 -0.004 0.001
0.006 -0.008 0.000
-0.007 0.009 -0.005
-0.010 -0.007 0.010
0.019 0.046 -0.005
-0.017 0.034 0.016

Computed properties:
multiplicity	1
Kohn-Sham gap (alpha / beta)	7.36 / 7.35	eV
total charge	+2
E_tot	-95929.0142	eV

=====

2.
# C20H47IN5O10PSi2

C20H47IN5O10PSi2 as an isolated structure at a distorted geometry (ωB97M-V/def2-TZVPD, the Open Molecules 2025 dataset).

Geometry (Å):
1 C 4.8321 0.5237 2.6326
2 C 4.4132 0.3862 1.1607
3 C 5.5095 -0.2431 0.2949
4 N 4.9383 -1.0346 -0.8134
5 Si 3.9360 -0.1682 -1.9286
6 C 4.3863 -0.7168 -3.6940
7 O 5.0776 0.3953 -4.3196
8 N 4.1554 1.0511 -5.2027
9 O 4.1475 2.1989 -5.0260
10 O 2.3381 -0.3132 -1.5416
11 Si 1.4091 -1.6916 -1.5883
12 C -0.0306 -1.3752 -0.4456
13 C -1.4501 -1.6429 -0.9871
14 C -2.5229 -1.0445 -0.0326
15 C -3.3571 0.0751 -0.6708
16 O -3.0656 1.3613 -0.1449
17 C -1.8707 1.9306 -0.6543
18 C 2.3165 -3.2690 -1.0709
19 C 2.8882 -3.2588 0.3158
20 O 2.3974 -2.7404 1.2840
21 O 4.0563 -3.9240 0.3882
22 P 0.8714 -2.0898 -3.7747
23 O -0.1363 -0.7959 -4.0938
24 I -0.5978 -4.0072 -3.6647
25 H 5.4564 1.4120 2.7714
26 H 5.3960 -0.3453 2.9776
27 H 3.9558 0.6769 3.2670
28 H 3.5096 -0.2302 1.1156
29 H 4.1612 1.3885 0.8024
30 H 6.1442 0.5612 -0.1033
31 H 6.1588 -0.8637 0.9192
32 H 5.7001 -1.4786 -1.3157
33 H 4.2506 1.2687 -1.8254
34 H 3.5333 -0.9853 -4.3269
35 H 5.0937 -1.5519 -3.7116
36 H 0.0858 -1.9488 0.4751
37 H 0.0275 -0.3082 -0.1933
38 H -1.5935 -1.2003 -1.9746
39 H -1.6122 -2.7215 -1.0236
40 H -3.1625 -1.8391 0.3543
41 H -2.0004 -0.6121 0.8221
42 H -4.4146 -0.0808 -0.4434
43 H -3.2600 0.0800 -1.7654
44 H -1.4614 1.3302 -1.4772
45 H -2.0801 2.9277 -1.0412
46 H -1.1045 1.9950 0.1245
47 H 1.5399 -4.0458 -1.1100
48 H 3.0940 -3.5996 -1.7651
49 H 4.4036 -3.7711 1.2811
50 H 0.4245 -0.0060 -4.1201
51 C 0.0629 -1.4758 3.1693
52 O -0.9578 -1.8165 2.6016
53 N 0.2335 -1.5003 4.5065
54 C 1.4740 -1.0895 5.1265
55 C -0.8665 -1.9566 5.3364
56 H 0.9494 -1.1183 2.6215
57 H 1.9132 -1.9127 5.6944
58 H 1.3085 -0.2485 5.8039
59 H 2.1796 -0.7843 4.3559
60 H -1.1406 -2.9797 5.0772
61 H -1.7438 -1.3266 5.1856
62 H -0.5663 -1.9156 6.3810
63 C -0.9859 5.5352 -1.6483
64 O -0.3795 4.6950 -1.0138
65 N -0.7511 5.8228 -2.9446
66 C -1.5026 6.8305 -3.6613
67 C 0.2949 5.0864 -3.6335
68 H -1.7978 6.1394 -1.2094
69 H -2.0240 6.3898 -4.5135
70 H -0.8406 7.6179 -4.0276
71 H -2.2394 7.2769 -2.9963
72 H 0.0771 4.0179 -3.6230
73 H 1.2555 5.2369 -3.1405
74 H 0.3571 5.4331 -4.6622
75 C -5.9749 -2.6687 1.7444
76 O -5.6370 -2.8922 0.5991
77 N -6.6859 -1.5942 2.1424
78 C -7.0518 -1.3867 3.5262
79 C -7.0942 -0.6181 1.1469
80 H -5.7204 -3.3470 2.5769
81 H -8.1378 -1.3491 3.6375
82 H -6.6311 -0.4507 3.8997
83 H -6.6683 -2.2060 4.1314
84 H -7.7177 -1.0883 0.3858
85 H -6.2234 -0.1902 0.6524
86 H -7.6549 0.1750 1.6358

Force components x, y, z for each atom (eV/Å):
0.002 0.419 -0.186
0.038 -0.125 0.532
-0.150 0.389 0.022
0.358 0.208 -0.274
0.180 0.489 0.340
0.196 -0.126 -0.375
-0.190 0.351 0.128
-0.294 -0.119 0.469
0.366 -0.018 -0.333
0.347 -0.589 -0.643
-0.969 -0.303 0.938
-0.269 0.145 -0.504
-0.209 0.088 0.814
0.450 0.165 -0.406
-0.425 -0.159 0.478
0.056 0.063 -0.345
-0.010 -0.197 -0.064
0.247 -0.201 -0.168
0.115 -0.001 -0.310
-0.096 0.210 0.238
0.178 0.006 0.044
0.759 0.257 -0.428
-0.039 -0.055 0.198
-0.113 0.095 0.103
0.104 -0.168 0.011
-0.152 -0.012 0.063
0.077 -0.128 0.002
0.105 -0.005 -0.124
-0.143 -0.188 -0.185
0.055 -0.064 0.108
-0.160 -0.193 -0.111
-0.091 -0.239 0.089
-0.137 0.064 -0.099
0.005 -0.112 0.098
-0.174 -0.053 0.029
0.139 0.160 0.000
0.135 -0.098 0.121
0.117 -0.297 -0.112
0.052 0.083 -0.368
-0.065 0.112 -0.076
-0.226 -0.068 0.077
0.068 -0.010 -0.073
0.044 0.024 0.047
-0.040 0.024 0.036
0.056 -0.024 0.167
-0.057 0.097 -0.035
-0.012 0.099 0.082
-0.065 0.091 -0.012
-0.087 -0.113 -0.030
-0.195 -0.005 -0.107
0.085 0.029 -0.134
-0.027 -0.089 0.240
0.021 0.033 0.048
-0.109 -0.040 0.027
0.007 -0.002 -0.085
-0.002 -0.012 0.015
0.042 0.015 -0.002
0.040 0.014 0.000
0.002 -0.015 -0.011
-0.016 -0.005 0.020
-0.015 -0.009 0.019
0.012 0.005 0.002
0.008 -0.001 0.037
0.069 0.081 -0.017
-0.020 0.035 -0.050
0.086 -0.079 -0.020
-0.024 -0.004 0.075
0.005 0.010 -0.007
-0.029 0.029 -0.002
-0.030 0.029 -0.003
-0.004 -0.001 0.008
0.015 -0.008 -0.015
0.015 -0.013 -0.016
-0.009 0.009 -0.003
0.078 -0.089 0.017
-0.061 0.081 -0.018
-0.041 0.018 0.040
-0.001 0.059 -0.099
0.035 -0.088 -0.021
0.004 0.013 0.007
0.000 -0.009 0.039
0.000 -0.011 0.039
0.006 -0.006 0.001
-0.006 0.018 -0.011
-0.014 0.036 0.002
-0.002 -0.001 0.012

Computed properties:
multiplicity	1
Kohn-Sham gap	7.93	eV
total charge	0
E_tot	-82573.8547	eV

=====

3.
# C20H48BrN17O12S

A 9-piece molecular cluster, C20H48BrN17O12S overall at a distorted geometry (ωB97M-V/def2-TZVPD, the Open Molecules 2025 dataset).

Geometry (Å):
1 C 5.2406 -0.6789 -1.8159
2 C 5.3064 0.0407 -3.1725
3 C 3.9619 0.4067 -3.7844
4 Br 2.5756 -0.9973 -3.5301
5 O 3.4624 1.6866 -3.2754
6 S 2.2826 1.3456 -2.1676
7 O 2.7195 1.9840 -0.9435
8 O 0.9138 2.0956 -2.7106
9 C -0.0762 2.2204 -1.6845
10 C -0.7341 0.8981 -1.2988
11 C -1.8250 0.4494 -2.2378
12 O -2.1225 1.0781 -3.2354
13 N -2.5289 -0.8085 -1.9414
14 C -1.5113 -1.8625 -1.9456
15 C -1.0619 -2.2912 -3.1667
16 C -0.0772 -3.2513 -3.1970
17 C 0.4356 -3.7617 -2.0319
18 C -0.0489 -3.3077 -0.8320
19 C -1.0284 -2.3495 -0.7521
20 H 4.7541 -0.0526 -1.0607
21 H 6.2689 -0.8467 -1.4773
22 H 4.7746 -1.6601 -1.8883
23 H 5.7977 -0.6426 -3.8703
24 H 5.8822 0.9610 -3.0629
25 H 4.0845 0.5028 -4.8605
26 H 0.3284 2.6751 -0.7760
27 H -0.8288 2.9185 -2.0567
28 H 0.0526 0.1550 -1.1309
29 H -1.2233 1.0477 -0.3197
30 H -2.8078 -0.7337 -0.9606
31 H -1.4455 -1.8670 -4.0872
32 H 0.2896 -3.5956 -4.1589
33 H 1.2306 -4.4967 -2.0679
34 H 0.3758 -3.6950 0.0896
35 H -1.3994 -1.9797 0.1983
36 C 7.9992 3.0130 -4.7516
37 O 7.4403 1.9718 -5.0605
38 N 8.8773 3.6477 -5.5892
39 N 7.8004 3.6319 -3.5557
40 H 9.3473 4.5013 -5.3562
41 H 9.0491 3.2220 -6.4801
42 H 7.1631 3.1960 -2.9162
43 H 8.2524 4.4882 -3.2834
44 C 7.5605 -3.9414 -1.4696
45 O 6.6304 -3.6959 -2.2129
46 N 7.4543 -4.8146 -0.4206
47 N 8.7922 -3.3636 -1.6194
48 H 8.2077 -5.0300 0.2032
49 H 6.5646 -5.2555 -0.2816
50 H 8.9046 -2.7177 -2.3786
51 H 9.5718 -3.5505 -1.0191
52 C -5.3068 2.9065 -4.6588
53 O -5.2660 2.2445 -5.6782
54 N -4.4913 2.6746 -3.5888
55 N -6.1865 3.9510 -4.5006
56 H -4.5204 3.2159 -2.7460
57 H -3.8232 1.9173 -3.6592
58 H -6.8011 4.1511 -5.2669
59 H -6.2399 4.5126 -3.6733
60 C -3.4484 -3.4492 2.5543
61 O -2.3309 -2.9592 2.4914
62 N -4.2157 -3.6601 1.4397
63 N -4.0219 -3.8250 3.7301
64 H -5.1336 -4.0604 1.4651
65 H -3.8218 -3.3979 0.5547
66 H -3.4873 -3.6868 4.5662
67 H -4.9372 -4.2271 3.8082
68 C -6.0785 -2.6079 6.5309
69 O -5.7959 -3.7257 6.1215
70 N -5.2665 -1.5260 6.3214
71 N -7.2185 -2.3500 7.2249
72 H -5.4772 -0.6031 6.6479
73 H -4.4174 -1.6794 5.8101
74 H -7.8370 -3.1192 7.4032
75 H -7.4673 -1.4440 7.5709
76 C -10.2788 -3.1038 9.6225
77 O -9.1111 -2.7786 9.4791
78 N -10.6740 -4.4098 9.6649
79 N -11.2847 -2.1886 9.7529
80 H -11.6257 -4.6998 9.7820
81 H -9.9594 -5.1078 9.5733
82 H -11.0283 -1.2196 9.7271
83 H -12.2486 -2.4342 9.8719
84 C 9.2259 6.0448 -0.5559
85 O 9.3570 5.4237 -1.5985
86 N 10.0942 5.9080 0.4877
87 N 8.2025 6.9240 -0.3493
88 H 10.0073 6.4058 1.3526
89 H 10.8573 5.2684 0.3675
90 H 7.5454 7.0472 -1.0970
91 H 8.0770 7.4422 0.4988
92 C -3.8967 2.3081 0.4794
93 O -2.7099 2.0521 0.3270
94 N -4.3451 3.1018 1.4937
95 N -4.8649 1.8217 -0.3509
96 H -5.3107 3.3255 1.6398
97 H -3.6573 3.4750 2.1214
98 H -4.5730 1.2329 -1.1123
99 H -5.8414 2.0191 -0.2409

Force components x, y, z for each atom (eV/Å):
0.437 0.444 0.040
-0.546 -0.795 0.694
0.204 0.434 -0.155
0.704 -1.229 -1.408
-0.975 -0.759 -0.164
-0.035 0.000 1.930
-0.152 0.883 -0.027
1.053 0.599 -0.464
-0.806 0.231 0.543
0.281 0.263 0.487
-0.074 0.147 -1.281
0.178 -0.582 1.089
0.905 0.424 0.619
-1.509 1.163 -0.006
0.161 -0.034 -0.506
0.195 -0.207 -1.007
0.503 -0.425 -0.172
0.554 -0.501 1.430
-0.099 -0.065 -0.151
-0.120 -0.196 -0.057
-0.128 0.002 -0.001
-0.080 0.147 0.029
0.101 0.326 -0.097
0.004 -0.065 -0.380
-0.379 0.169 0.084
0.308 -0.097 -0.218
0.168 -0.145 -0.231
-0.322 -0.246 -0.242
0.380 -0.219 -0.524
-0.089 0.085 -0.091
-0.120 0.022 0.135
0.036 0.003 0.095
-0.061 0.009 0.070
-0.081 -0.012 -0.048
0.075 -0.104 0.022
-0.082 0.075 0.145
0.038 -0.023 -0.045
0.063 -0.031 -0.168
-0.077 0.052 -0.082
-0.018 -0.013 0.072
-0.020 -0.008 0.013
0.002 0.018 0.006
0.115 -0.101 0.181
0.045 0.008 0.016
-0.020 -0.028 -0.017
-0.063 -0.065 0.042
0.048 0.072 -0.059
0.016 0.024 -0.016
-0.001 0.018 -0.013
-0.019 -0.007 0.003
-0.021 -0.015 0.017
0.116 0.008 0.150
-0.092 0.039 -0.021
-0.080 -0.274 -0.068
-0.151 0.048 -0.059
0.015 0.074 -0.039
0.023 0.187 -0.061
0.026 -0.008 -0.007
0.055 -0.001 0.001
-0.048 -0.123 0.064
-0.001 0.093 -0.062
0.030 0.109 -0.150
0.134 0.086 -0.159
0.010 -0.016 0.044
0.019 -0.064 0.003
-0.069 -0.115 0.056
-0.019 0.075 0.175
-0.152 0.122 0.079
0.051 0.003 -0.052
0.146 -0.067 -0.084
0.042 -0.118 -0.293
-0.027 -0.019 0.034
-0.026 0.037 -0.035
-0.003 0.065 0.229
0.004 -0.048 0.128
-0.099 -0.052 0.049
-0.065 0.032 -0.105
0.082 -0.076 -0.030
0.029 0.109 -0.018
-0.006 0.029 0.004
-0.003 0.009 0.017
0.000 -0.010 0.016
0.011 -0.030 0.006
-0.059 0.085 0.112
-0.024 0.017 -0.100
0.116 -0.073 -0.024
-0.048 0.016 -0.111
-0.035 0.010 -0.012
-0.016 -0.002 -0.005
-0.008 -0.006 0.019
0.015 -0.025 0.015
-0.163 -0.020 0.063
-0.601 0.248 0.166
0.102 0.085 0.082
0.181 -0.041 -0.084
-0.007 -0.030 -0.025
0.000 -0.012 -0.013
-0.081 0.019 -0.042
0.002 -0.018 0.020

Computed properties:
multiplicity	1
Kohn-Sham gap	8.18	eV
total charge	0
E_tot	-152304.6539	eV